(1)
Here is a structure of composition C20H43CeN2P3Se from OMol25. Energies are from ωB97M-V with the def2-TZVPD basis set.

Structure (XYZ):
```
70
Properties=species:S:1:pos:R:3:forces:R:3
H 5.469 -3.195 -0.363 -0.21 0.30 0.06
H 4.304 0.644 -1.466 -0.33 0.00 -0.38
P -1.134 1.665 0.609 -1.31 0.39 -0.19
H 4.537 -4.721 -1.380 -0.03 0.06 -0.05
C 3.504 -4.385 -1.397 -0.45 -0.89 -0.13
H -0.617 -0.921 4.051 0.14 -0.28 0.12
C 3.216 2.681 0.384 0.44 0.59 0.20
H -3.101 3.067 0.326 -0.01 -0.34 -0.69
H -7.285 -0.519 -1.616 0.05 -0.33 -0.12
C 3.493 1.107 -2.051 0.58 0.29 -0.10
H -1.570 -0.853 -1.939 0.54 1.28 -0.43
C -6.389 -1.009 -1.245 -0.90 -0.48 0.43
H 0.793 2.759 -2.778 0.17 0.43 0.39
H -1.330 3.856 1.566 0.24 0.08 -0.04
H -6.816 -0.502 0.843 -0.14 0.48 -0.35
H 2.289 1.825 2.931 -0.10 -0.03 0.26
C -1.514 0.054 -2.681 -3.60 0.26 -3.13
H 2.165 0.746 4.366 -0.09 0.37 -0.14
H 0.060 3.810 0.446 -0.12 0.09 0.19
H -4.576 -1.303 1.652 -0.62 0.01 -0.41
H 4.968 -1.502 -0.662 -0.14 -0.41 0.16
H 1.017 -1.232 4.747 -0.32 -0.05 -0.50
C -5.636 -1.861 -2.048 -0.10 0.65 -0.66
C -0.482 3.258 1.220 0.28 0.18 -0.08
H -1.420 1.196 -2.366 -0.74 -2.19 0.09
H -3.726 -2.846 -2.304 -0.39 0.06 0.50
P 2.258 1.829 -0.876 -0.61 -0.63 -0.82
H -2.291 2.794 -1.284 -0.39 -0.06 0.40
H -2.571 0.324 2.084 0.03 0.28 0.32
H -2.837 2.058 2.362 0.27 -0.08 -0.13
H 3.130 -4.432 -2.428 0.11 0.12 0.30
C -4.063 -2.037 -0.285 -0.15 -0.13 -0.73
H -2.630 0.779 -4.412 1.28 -1.40 -0.19
C -2.071 1.293 2.181 0.25 -0.57 -0.26
H -3.328 1.485 -0.553 0.24 0.46 0.04
H 0.185 3.080 2.070 -0.04 0.07 -0.16
H 4.485 -2.335 0.864 0.16 -0.07 -0.33
H 0.750 1.713 3.834 0.29 -0.07 0.03
H 2.319 3.624 -2.612 -0.11 0.01 0.08
H 3.068 0.316 -2.737 1.22 0.51 0.50
C 1.632 1.154 3.496 0.06 -0.06 -0.09
H -5.958 -2.109 -3.056 -0.05 0.24 0.10
H 3.943 3.336 -0.135 -0.29 -0.22 0.40
N 1.571 -1.537 -1.510 1.21 -1.40 0.74
H 2.910 -5.060 -0.767 0.16 0.22 -0.13
H -1.389 1.253 3.041 -0.18 -0.03 -0.24
H 2.496 -2.190 1.979 0.25 0.31 0.17
H 3.763 1.949 1.011 -0.40 0.35 -0.34
H -2.281 -1.186 -4.295 0.15 1.35 -0.07
H -2.408 -0.900 0.859 0.79 -1.33 -0.39
H 2.537 3.294 1.010 0.40 -0.39 -0.31
C 1.546 3.113 -2.029 0.31 0.26 0.21
C -4.928 -1.404 0.615 0.81 -0.45 -0.49
N 3.465 -3.006 -0.874 -1.05 0.31 -0.31
C -6.118 -0.896 0.117 0.40 -0.24 0.31
C 4.671 -2.461 -0.208 0.12 0.30 0.32
C -2.630 2.318 -0.342 0.61 -0.10 0.44
C -2.087 -0.125 -3.978 -0.59 0.37 3.69
H 3.910 1.918 -2.662 0.13 -0.44 -0.06
H 0.344 -2.326 3.476 -0.18 0.15 0.26
Se -2.262 -2.307 0.283 0.18 1.29 0.40
C -4.410 -2.327 -1.616 0.30 0.16 0.93
H 3.216 -1.286 3.375 -0.29 0.07 -0.64
C 2.727 -1.188 2.381 -0.18 0.22 -0.07
C 2.410 -2.293 -1.123 0.42 1.20 -0.87
H 1.034 3.840 -1.393 -0.12 -0.02 -0.29
H 3.388 -0.648 1.682 -0.01 -0.26 0.27
Ce 0.787 0.328 -2.677 1.19 -0.43 1.45
P 1.103 -0.270 2.455 0.50 -0.62 0.90
C 0.392 -1.291 3.834 -0.01 0.22 -0.31
```
Forces are in eV/Å.

Calculated values
- multiplicity = 2
- net charge = +3
- total energy (eV) = -130528.5526
- energy above the lowest of the compared OMol25 structures with the same formula, charge and spin (eV) = 0.566
- LUMO level (spin up / spin down) (eV) = -10.786 / -10.682

Löwdin population analysis, charges in e, atoms 1 to 4: 0.112 0.072 0.761 0.104

=====

(2)
Here is a structure of composition C20H43N2OP3ReS from OMol25. Energies are from ωB97M-V with the def2-TZVPD basis set.

Structure (XYZ):
```
71
Properties=species:S:1:pos:R:3:forces:R:3
C -2.744 -2.388 -6.366 -0.07 0.01 -0.77
H 0.052 2.120 -3.818 -0.03 0.20 0.02
C 2.080 2.539 0.005 -0.13 -0.03 -0.56
C 2.619 -1.996 -1.943 -0.26 -0.12 0.20
H -0.929 -0.998 -2.314 -2.94 -2.07 -2.48
H 3.372 0.479 1.788 -0.26 0.05 -0.29
H 2.702 2.480 -0.892 -0.13 0.01 0.23
H 1.663 2.000 2.628 -0.09 -0.26 -0.44
H 1.971 -2.856 -1.750 0.24 0.06 -0.12
C 0.367 -2.040 0.391 -0.95 -1.22 -1.13
H -1.563 -2.644 -0.433 0.37 0.49 -0.40
H -2.758 1.804 -3.432 0.04 0.13 0.21
P 1.352 0.895 0.470 3.00 1.59 2.18
P 1.642 -0.493 -2.372 3.40 -0.79 -2.05
H 0.406 -1.407 -4.286 0.29 0.14 -0.13
H 3.659 0.326 -3.452 -0.26 -0.06 0.21
H 1.403 -2.387 0.342 -0.32 0.48 -0.13
C -3.277 -0.849 -4.571 -0.74 0.28 -1.09
C -1.265 3.191 -0.375 0.05 -0.05 0.21
N -1.697 -1.347 2.845 -0.14 0.26 -1.47
H 2.636 -1.042 1.271 0.09 0.25 0.00
H -4.184 -0.773 -6.512 0.14 -0.21 0.13
H -2.269 1.757 2.722 -0.06 -0.53 0.23
H 1.160 0.164 -4.669 0.07 -0.27 0.07
C 2.883 -0.027 0.943 -0.03 -0.26 -0.24
C -1.897 0.384 4.401 0.01 0.48 0.98
H -0.066 1.932 2.220 0.34 -0.10 -0.06
C -1.704 -1.123 4.284 0.02 -0.75 0.96
H -1.157 -3.798 -5.960 -0.25 0.01 0.12
C -1.601 -2.588 -4.231 0.57 -0.94 -1.49
H -0.761 -1.458 4.736 -0.28 0.04 -0.15
H -0.024 -1.922 1.412 0.30 0.26 -0.70
C 0.873 1.371 2.188 -0.88 -0.28 0.19
S -2.173 -0.108 0.443 -0.51 0.70 -0.06
H 3.239 -1.816 -1.058 -0.16 -0.08 -0.27
H -3.298 2.810 -2.044 0.26 -0.16 -0.15
H -3.813 -0.004 -4.145 -0.08 -0.18 -0.35
C 3.049 0.690 -2.613 -0.32 0.33 0.23
H 2.161 -1.332 -4.585 -0.22 0.27 0.17
H -2.526 -1.676 4.756 0.22 0.06 -0.18
H -0.480 3.152 0.388 -0.33 0.09 -0.27
C -2.293 -1.455 -3.771 0.65 -0.09 0.65
C -0.135 2.786 -2.969 0.02 -0.39 0.20
Re -0.185 -0.116 -0.950 -1.93 -1.07 3.28
H 2.716 2.886 0.833 -0.19 -0.30 -0.17
H -2.777 0.641 4.998 0.18 0.03 -0.12
C -1.776 -2.997 -5.560 1.12 -0.49 2.17
H -0.095 -3.011 -1.494 -0.02 0.21 0.18
H 3.692 0.763 -1.729 -0.21 -0.02 -0.28
H 2.663 1.683 -2.874 0.19 -0.19 -0.01
C -0.512 -2.435 -0.666 1.53 -0.33 1.86
H -2.235 3.078 0.128 0.20 0.04 -0.23
H -1.705 -2.276 2.421 -0.23 0.51 0.30
N -2.074 0.801 3.022 -0.23 -0.32 -2.01
C -3.466 -1.295 -5.878 -0.85 1.44 1.47
C 1.303 -0.795 -4.152 -0.67 0.07 0.00
H 0.819 3.139 -2.562 -0.19 -0.01 -0.13
H -1.020 0.869 4.848 -0.23 0.01 -0.15
H -0.737 3.641 -3.295 0.14 -0.11 0.00
C -1.951 -0.221 2.157 0.26 -0.15 2.28
C -2.788 1.884 -2.340 -0.15 -0.59 0.01
H -1.224 4.165 -0.884 -0.10 -0.20 0.25
P -1.083 1.899 -1.667 -0.62 3.62 -0.43
H -2.924 -2.757 -7.375 0.01 0.04 0.15
H 1.317 3.303 -0.166 0.23 -0.19 0.06
O -2.002 -0.883 -2.560 1.73 -0.02 -0.51
H 3.272 -2.225 -2.796 -0.14 0.10 0.24
H 0.771 0.482 2.824 -0.02 0.12 -0.19
H -0.891 -3.088 -3.566 -0.25 0.06 -0.38
H 3.615 -0.092 0.133 -0.19 0.05 0.19
H -3.350 1.031 -1.944 0.00 0.35 -0.03
```
Forces are in eV/Å.

Calculated values
- multiplicity = 4
- net charge = +4
- total energy (eV) = -67254.8018
- energy above the lowest of the compared OMol25 structures with the same formula, charge and spin (eV) = 1.777
- LUMO level (spin up / spin down) (eV) = -13.682 / -15.347

Löwdin population analysis, charges in e, atoms 1 to 4: 0.092 0.044 -0.197 -0.197